#a
The following is a DFT calculation (ωB97M-V/def2-TZVPD) of a 13-piece molecular cluster, C39H91N13O13 overall.

Each line ends with the Mulliken charge.
CARTESIAN COORDINATES (ANGSTROEM)
C: -0.03 0.58 3.94  -1.09
C: -1.32 -0.13 3.52  0.78
O: -1.30 -1.40 3.68  -0.84
N: -2.38 0.61 3.30  0.08
C: -3.71 0.07 2.95  -0.80
H: 0.10 1.38 3.21  0.02
H: 0.76 -0.13 4.18  0.22
H: -0.24 1.03 4.91  0.60
H: -2.30 1.62 3.36  0.31
H: -4.07 -0.45 3.84  0.26
H: -3.60 -0.68 2.17  0.06
H: -4.31 0.91 2.60  0.39
C: -0.99 -1.04 -4.72  -1.21
C: -2.11 -0.01 -4.85  1.15
O: -2.73 0.16 -5.89  -0.76
N: -2.27 0.83 -3.79  0.65
C: -3.04 2.05 -3.69  -0.91
H: -0.75 -1.19 -3.66  0.12
H: -0.16 -0.66 -5.31  0.37
H: -1.19 -1.97 -5.24  0.35
H: -1.77 0.53 -2.97  -0.21
H: -3.67 1.98 -2.80  0.16
H: -3.59 2.35 -4.58  0.36
H: -2.27 2.82 -3.60  0.20
C: -5.28 -2.04 -5.93  -1.05
C: -4.34 -2.93 -5.17  0.95
O: -3.75 -3.83 -5.76  -0.72
N: -4.26 -2.74 -3.88  0.22
C: -3.39 -3.53 -3.04  -0.98
H: -4.71 -1.31 -6.50  0.19
H: -6.06 -1.62 -5.29  0.17
H: -5.80 -2.56 -6.73  0.40
H: -4.86 -2.04 -3.48  -0.03
H: -2.54 -3.96 -3.57  0.33
H: -4.00 -4.29 -2.55  0.45
H: -2.95 -2.88 -2.29  0.12
C: -3.94 -2.93 5.96  -0.91
C: -4.27 -3.53 4.63  0.78
O: -5.26 -4.29 4.58  -0.72
N: -3.48 -3.25 3.60  0.26
C: -3.51 -3.93 2.31  -1.13
H: -2.95 -2.48 5.87  0.15
H: -3.92 -3.61 6.81  0.36
H: -4.59 -2.08 6.16  0.24
H: -2.78 -2.53 3.72  0.14
H: -2.61 -4.00 1.70  0.32
H: -4.30 -3.63 1.62  0.26
H: -3.78 -4.98 2.45  0.43
C: 2.39 4.43 2.88  -0.18
C: 2.75 5.91 2.70  0.44
O: 3.46 6.23 1.75  -0.68
N: 2.37 6.76 3.67  -0.18
C: 2.74 8.19 3.67  -0.94
H: 1.95 4.18 3.85  0.39
H: 3.25 3.81 2.66  0.04
H: 1.60 4.22 2.16  -0.11
H: 1.58 6.52 4.26  0.26
H: 1.95 8.80 3.22  0.32
H: 3.59 8.37 3.01  0.32
H: 2.98 8.63 4.63  0.32
C: -0.53 -1.70 -0.03  0.02
C: -0.33 -0.24 -0.36  0.29
O: -0.98 0.32 -1.21  -0.78
N: 0.63 0.39 0.29  1.16
C: 0.99 1.83 0.19  -0.53
H: 0.20 -2.22 0.60  -0.47
H: -0.54 -2.34 -0.92  0.37
H: -1.47 -1.83 0.49  -0.06
H: 1.00 -0.26 0.96  -0.36
H: 0.14 2.51 0.17  -0.06
H: 1.63 1.95 -0.68  -0.19
H: 1.59 1.90 1.10  0.38
C: 4.81 3.33 0.32  0.40
C: 6.00 3.00 1.16  0.59
O: 5.71 2.85 2.35  -0.67
N: 7.20 2.82 0.56  -0.20
C: 8.42 2.49 1.32  -0.96
H: 3.94 2.78 0.67  -0.54
H: 4.94 3.03 -0.72  0.04
H: 4.51 4.38 0.38  0.25
H: 7.23 2.79 -0.45  0.22
H: 9.22 3.19 1.11  0.37
H: 8.86 1.53 1.03  0.29
H: 8.22 2.58 2.39  0.31
C: 0.73 2.44 -3.87  -0.45
C: 2.19 2.55 -4.05  0.55
O: 2.83 1.61 -4.55  -0.68
N: 2.75 3.76 -3.88  -0.17
C: 4.18 4.01 -4.24  -0.78
H: 0.40 1.55 -4.41  -0.05
H: 0.16 3.28 -4.26  0.49
H: 0.40 2.35 -2.83  0.08
H: 2.25 4.49 -3.40  0.24
H: 4.42 3.65 -5.24  0.27
H: 4.80 3.50 -3.50  0.17
H: 4.40 5.08 -4.18  0.36
C: 2.90 -3.26 2.03  -1.19
C: 3.24 -1.80 2.14  0.55
O: 2.28 -1.00 2.16  -0.62
N: 4.50 -1.49 2.26  0.02
C: 4.96 -0.10 2.21  -0.77
H: 3.20 -3.81 2.93  0.44
H: 3.37 -3.70 1.15  0.36
H: 1.87 -3.48 1.74  0.02
H: 5.25 -2.17 2.21  0.29
H: 4.16 0.65 2.19  0.06
H: 5.48 0.15 1.29  0.15
H: 5.67 0.15 3.00  0.41
C: -4.82 -0.53 -0.60  0.47
C: -5.83 -0.42 -1.67  0.21
O: -5.83 0.56 -2.34  -0.67
N: -6.77 -1.36 -1.84  -0.06
C: -7.90 -1.38 -2.70  -0.98
H: -3.80 -0.51 -0.99  -0.28
H: -4.91 -1.44 -0.02  0.09
H: -4.97 0.31 0.09  0.04
H: -6.64 -2.11 -1.18  0.18
H: -8.19 -0.45 -3.19  0.33
H: -8.72 -1.72 -2.08  0.37
H: -7.81 -2.19 -3.43  0.31
C: 6.99 -1.77 -1.01  -1.06
C: 5.49 -1.84 -1.31  0.70
O: 4.91 -2.93 -1.23  -0.66
N: 4.89 -0.69 -1.56  0.00
C: 3.49 -0.64 -2.02  -0.50
H: 7.63 -2.27 -1.75  0.36
H: 7.21 -2.19 -0.03  0.24
H: 7.41 -0.77 -1.01  0.25
H: 5.41 0.17 -1.66  0.21
H: 2.89 -1.24 -1.33  0.14
H: 3.37 -1.05 -3.02  0.40
H: 3.16 0.40 -1.96  -0.15
C: -1.63 5.64 2.47  -0.92
C: -2.02 4.22 2.03  0.61
O: -1.76 3.25 2.79  -0.77
N: -2.59 4.08 0.85  -0.09
C: -2.83 2.88 0.06  -0.42
H: -0.56 5.64 2.70  -0.01
H: -2.20 5.85 3.38  0.33
H: -1.88 6.48 1.82  0.41
H: -2.69 4.91 0.29  0.26
H: -2.27 2.96 -0.88  0.30
H: -3.90 2.79 -0.08  0.39
H: -2.47 1.94 0.46  -0.21
C: -0.10 -5.76 -0.13  -0.14
C: -0.65 -6.75 0.84  0.44
O: -1.56 -6.45 1.60  -0.61
N: -0.14 -7.97 0.84  -0.19
C: -0.49 -9.03 1.80  -0.80
H: 0.39 -4.98 0.45  -0.17
H: -0.85 -5.39 -0.83  0.02
H: 0.63 -6.26 -0.76  0.43
H: 0.65 -8.05 0.20  0.22
H: 0.13 -9.92 1.75  0.33
H: -1.51 -9.30 1.51  0.26
H: -0.41 -8.58 2.78  0.27

Its molecular weight is 950.235 g mol⁻¹. The calculation puts the lowest unoccupied orbital energy at -0.0008 Eh. As for the HOMO-LUMO gap: 0.31147 Eh. As for the highest occupied orbital energy: -8.498 eV.

#b
The following is a DFT calculation (ωB97M-V/def2-TZVPD) of a 13-piece molecular cluster, C39H91N13O13 overall.

Each line ends with the Mulliken charge.
CARTESIAN COORDINATES (ANGSTROEM)
C: 1.82 16.52 18.29  0.03
O: 2.55 17.54 18.44  -0.60
N: 2.28 15.24 18.39  0.10
C: 1.38 14.13 18.26  -0.90
C: 3.75 15.10 18.69  -0.81
H: 0.72 16.55 18.20  0.35
H: 1.84 13.17 18.01  0.29
H: 0.85 14.41 17.35  0.39
H: 0.72 14.02 19.12  0.28
H: 4.39 15.94 18.42  0.30
H: 3.79 14.95 19.77  0.31
H: 3.93 14.17 18.15  0.27
C: 2.94 18.26 12.03  0.15
O: 3.55 19.33 12.16  -0.65
N: 1.71 18.13 11.59  0.11
C: 1.19 16.88 11.25  -1.04
C: 0.80 19.25 11.34  -0.96
H: 3.47 17.31 12.22  0.32
H: 1.42 16.60 10.22  0.30
H: 0.13 16.88 11.51  0.40
H: 1.56 16.03 11.82  0.36
H: 1.29 20.16 10.99  0.30
H: -0.05 18.90 10.75  0.37
H: 0.35 19.43 12.31  0.35
C: 13.55 21.76 22.28  0.08
O: 12.93 20.95 21.62  -0.60
N: 13.27 23.07 22.52  0.15
C: 12.09 23.81 21.82  -0.96
C: 13.96 23.76 23.57  -0.93
H: 14.34 21.39 22.95  0.32
H: 11.43 23.13 21.29  0.31
H: 12.48 24.57 21.15  0.31
H: 11.52 24.33 22.59  0.34
H: 14.10 24.73 23.10  0.31
H: 13.36 23.87 24.47  0.32
H: 14.92 23.41 23.96  0.35
C: 4.68 16.51 7.52  0.02
O: 3.74 16.09 6.97  -0.52
N: 5.76 15.68 7.85  0.09
C: 6.83 16.04 8.68  -1.02
C: 5.92 14.38 7.23  -0.97
H: 4.82 17.58 7.74  0.41
H: 6.90 15.34 9.51  0.35
H: 6.59 16.95 9.23  0.35
H: 7.78 16.05 8.14  0.33
H: 6.94 14.02 7.41  0.37
H: 5.19 13.74 7.73  0.29
H: 5.67 14.39 6.17  0.30
C: 3.76 11.70 14.10  0.22
O: 4.77 12.31 13.74  -0.64
N: 3.57 10.39 14.04  0.11
C: 4.67 9.53 13.56  -0.92
C: 2.38 9.76 14.39  -0.90
H: 3.00 12.21 14.72  0.22
H: 5.65 9.74 13.98  0.28
H: 4.62 9.72 12.49  0.33
H: 4.38 8.50 13.77  0.34
H: 2.60 8.79 14.84  0.31
H: 1.75 10.22 15.14  0.32
H: 1.78 9.56 13.50  0.34
C: 13.75 22.13 11.20  0.26
O: 15.01 22.11 10.96  -0.65
N: 12.82 21.85 10.28  0.13
C: 11.41 22.14 10.56  -0.89
C: 13.11 21.36 9.01  -0.99
H: 13.36 22.31 12.21  0.23
H: 11.18 23.07 10.03  0.34
H: 11.28 22.31 11.63  0.28
H: 10.81 21.33 10.15  0.31
H: 14.09 21.68 8.67  0.35
H: 13.07 20.28 9.01  0.29
H: 12.55 21.76 8.16  0.36
C: 9.20 25.46 16.79  0.14
O: 9.92 25.16 15.81  -0.64
N: 9.48 26.57 17.52  0.10
C: 8.49 26.75 18.61  -1.06
C: 10.38 27.58 17.21  -0.96
H: 8.36 24.89 17.22  0.36
H: 8.73 27.73 19.02  0.36
H: 8.79 25.98 19.32  0.36
H: 7.45 26.66 18.30  0.32
H: 11.18 27.21 16.56  0.32
H: 9.85 28.42 16.75  0.37
H: 10.92 28.10 18.00  0.33
C: 15.46 24.38 18.14  0.25
O: 16.23 25.22 18.58  -0.64
N: 15.76 23.08 17.92  0.08
C: 14.86 22.26 17.16  -1.02
C: 17.04 22.56 18.07  -0.90
H: 14.39 24.50 17.90  0.25
H: 15.06 21.24 17.47  0.30
H: 15.03 22.46 16.11  0.42
H: 13.83 22.54 17.42  0.31
H: 16.87 21.58 18.52  0.30
H: 17.52 22.36 17.11  0.33
H: 17.71 23.22 18.63  0.32
C: 6.60 21.46 21.34  0.10
O: 6.42 21.93 20.21  -0.63
N: 6.33 22.12 22.52  0.10
C: 5.55 23.41 22.53  -0.92
C: 6.67 21.49 23.82  -1.03
H: 7.08 20.47 21.39  0.39
H: 4.52 23.09 22.73  0.34
H: 5.86 23.99 21.66  0.28
H: 5.69 24.03 23.41  0.32
H: 7.57 20.89 23.67  0.41
H: 7.06 22.34 24.39  0.35
H: 5.85 21.10 24.42  0.27
C: 13.36 16.69 12.00  0.26
O: 14.17 16.96 12.87  -0.60
N: 13.00 15.41 11.61  0.07
C: 13.39 14.21 12.49  -0.88
C: 12.16 15.17 10.54  -0.96
H: 12.74 17.42 11.45  0.22
H: 13.59 13.39 11.80  0.33
H: 12.49 13.90 13.02  0.32
H: 14.18 14.47 13.20  0.28
H: 11.36 14.48 10.82  0.32
H: 11.66 16.00 10.04  0.32
H: 12.74 14.73 9.73  0.32
C: 10.58 16.77 23.10  0.23
O: 9.45 17.24 23.23  -0.66
N: 11.50 16.67 24.02  0.14
C: 11.27 17.32 25.29  -0.98
C: 12.64 15.83 23.91  -0.88
H: 10.85 16.26 22.16  0.30
H: 11.31 16.66 26.16  0.35
H: 10.24 17.68 25.32  0.30
H: 11.99 18.12 25.45  0.31
H: 13.44 16.36 24.41  0.30
H: 12.57 14.83 24.34  0.29
H: 12.89 15.71 22.86  0.31
C: 10.17 17.84 17.27  0.28
O: 10.95 16.94 17.64  -0.67
N: 9.19 17.80 16.35  0.15
C: 8.52 18.92 15.73  -0.89
C: 8.85 16.59 15.68  -1.03
H: 10.17 18.87 17.66  0.27
H: 8.89 19.84 16.19  0.28
H: 7.44 18.87 15.79  0.33
H: 8.65 19.07 14.66  0.32
H: 9.05 16.63 14.61  0.32
H: 9.30 15.74 16.18  0.29
H: 7.78 16.38 15.67  0.35
C: 16.45 15.97 20.45  0.13
O: 17.13 16.73 21.03  -0.57
N: 16.40 14.68 20.65  0.11
C: 15.69 13.89 19.60  -1.16
C: 17.11 13.92 21.58  -0.92
H: 15.62 16.27 19.79  0.36
H: 14.64 13.64 19.75  0.31
H: 16.25 13.00 19.33  0.35
H: 15.75 14.31 18.60  0.45
H: 16.40 13.45 22.26  0.30
H: 17.65 13.09 21.11  0.29
H: 17.83 14.54 22.11  0.35

Its molecular weight is 950.235 g mol⁻¹. The calculation puts the lowest unoccupied orbital energy at 0.0034 Eh. As for the HOMO-LUMO gap: 0.32364 Eh. As for the highest occupied orbital energy: -8.713 eV.

Stability verdict: #a, ahead by 0.4034 hartree